1.
This record from OMol25 describes a structure of composition C20H24BiClNOP2 at a distorted geometry. The level of theory is ωB97M-V/def2-TZVPD.

Properties
* gap between HOMO and LUMO: 6.2 eV
* ΔE to the lowest compared entry with this formula, charge and spin: 0.000 eV
* charge: +1
* energy: -61602.832 eV

Geometry as XYZ:
```
50
Properties=species:S:1:pos:R:3:forces:R:3:nbo_charge:R:1
C 0.434 -3.447 2.043 -0.12 -0.10 0.42 -0.20
C 0.396 -2.427 1.103 -0.41 0.72 -0.01 -0.11
C -0.675 -1.483 1.158 0.21 -0.02 0.36 0.23
C -1.717 -1.654 2.089 0.44 -0.42 0.31 -0.07
C -1.600 -2.637 3.074 0.08 0.00 -0.48 -0.17
C -0.534 -3.532 3.051 0.28 -0.12 -0.02 -0.23
C -2.943 -0.783 2.030 -0.20 -0.41 -0.36 -0.46
C -2.998 0.095 0.811 -0.23 0.57 -0.38 0.03
C -1.899 0.164 -0.062 0.00 0.39 -0.01 0.13
C -2.019 0.829 -1.319 0.21 -0.20 0.73 -0.10
C -3.190 1.521 -1.600 -0.32 0.10 0.24 -0.20
C -4.231 1.568 -0.663 0.05 0.19 -0.23 -0.23
C -4.133 0.859 0.533 0.23 -0.29 -0.28 -0.20
H 1.241 -4.182 1.989 -0.24 0.15 0.10 0.21
H -2.366 -2.692 3.851 0.20 -0.12 -0.22 0.22
H -0.449 -4.307 3.813 -0.05 0.18 -0.22 0.23
H -3.824 -1.445 2.000 0.19 0.11 0.01 0.23
H -3.285 2.026 -2.563 -0.09 -0.10 0.26 0.21
H -5.124 2.154 -0.884 0.23 -0.18 0.07 0.23
H -4.942 0.876 1.266 0.12 0.00 -0.30 0.22
N -0.669 -0.360 0.333 0.80 -0.44 -1.41 -0.82
Bi 1.141 1.199 0.578 -0.83 -0.66 0.97 1.19
C 1.460 -2.326 0.025 -0.07 -0.03 -0.04 -0.73
H 0.996 -2.145 -0.957 0.13 -0.01 0.21 0.25
H 2.041 -3.257 -0.026 -0.17 0.14 -0.02 0.25
C -0.890 0.766 -2.330 0.00 -0.07 0.15 -0.73
H -0.497 -0.261 -2.411 -0.07 0.27 0.03 0.26
H -1.247 1.089 -3.319 0.07 -0.12 0.17 0.25
P 2.674 -0.974 0.319 -0.31 -0.86 -0.12 1.00
P 0.524 1.866 -1.907 -0.92 -0.44 -0.83 1.04
C -0.132 3.545 -2.127 0.27 0.31 0.25 -0.96
H 0.602 4.261 -1.733 -0.21 -0.06 -0.15 0.27
H -0.282 3.736 -3.203 0.08 -0.15 0.37 0.26
H -1.086 3.674 -1.602 0.24 -0.15 -0.06 0.28
C 1.754 1.670 -3.226 0.40 0.03 0.09 -0.96
H 1.348 2.069 -4.170 0.08 -0.15 0.35 0.26
H 2.655 2.236 -2.952 -0.18 -0.14 -0.12 0.28
H 2.024 0.614 -3.362 -0.12 0.29 0.08 0.25
C 3.479 -1.404 1.891 0.17 0.40 0.14 -0.96
H 4.105 -2.300 1.763 -0.22 0.27 -0.04 0.26
H 4.112 -0.557 2.193 -0.09 -0.30 0.00 0.27
H 2.735 -1.593 2.677 0.11 0.07 -0.29 0.28
C 3.967 -1.060 -0.949 0.18 0.14 -0.10 -0.95
H 4.641 -0.201 -0.814 -0.15 -0.23 -0.07 0.28
H 4.541 -1.993 -0.839 -0.21 0.27 -0.04 0.26
H 3.532 -1.013 -1.956 0.09 -0.03 0.31 0.25
C 0.160 3.837 1.299 -0.39 2.54 0.94 0.51
O 0.073 4.860 1.788 0.17 -1.95 -0.88 -0.43
H -3.070 -0.219 2.938 0.10 0.44 0.47 0.23
Cl 3.169 2.737 0.357 0.47 0.15 -0.35 -0.63
```
Forces are in eV/Å.

2.
This record from OMol25 describes a cluster of 11 separate species, C46H78N3O31P in total at a distorted geometry. The level of theory is ωB97M-V/def2-TZVPD.

Properties
* gap between HOMO and LUMO: 8.5 eV
* charge: 0
* SMILES string: CN(C)P(=O)(N(C)C)N(C)C.C[C@H]1COC(=O)O1.C[C@H]1COC(=O)O1.C[C@H]1COC(=O)O1.C[C@H]1COC(=O)O1.C[C@H]1COC(=O)O1.C[C@H]1COC(=O)O1.C[C@H]1COC(=O)O1.C[C@H]1COC(=O)O1.C[C@H]1COC(=O)O1.C[C@H]1COC(=O)O1
* energy: -126200.999 eV

Geometry as XYZ:
```
159
Properties=species:S:1:pos:R:3:forces:R:3:lowdin_charge:R:1
C 2.308 5.347 1.676 -0.76 1.09 0.98 -0.02
C 3.176 4.862 2.815 1.44 -1.33 -1.22 -0.32
C 4.487 5.625 2.989 0.00 0.71 0.99 -0.06
O 4.585 5.830 4.435 -0.42 -0.51 -1.05 0.07
C 3.521 5.210 5.001 0.91 -0.30 2.16 -0.58
O 3.428 4.997 6.179 -0.06 0.56 -0.65 0.15
O 2.633 4.793 4.119 -1.13 0.45 -0.95 0.10
H 2.285 6.441 1.617 0.14 0.02 0.10 0.08
H 1.277 5.071 1.906 0.02 -0.36 -0.48 0.07
H 2.664 4.990 0.714 -0.12 -0.35 0.08 0.09
H 3.454 3.832 2.561 -0.22 -0.08 0.13 0.15
H 4.453 6.611 2.527 0.16 -0.03 -0.08 0.13
H 5.350 5.051 2.664 0.06 0.14 -0.05 0.13
C -5.654 1.559 -0.598 -0.33 -0.59 -0.03 0.00
C -4.643 1.769 0.525 0.13 0.82 -1.42 -0.32
C -5.111 2.330 1.841 -1.70 -0.99 0.42 -0.08
O -4.459 1.487 2.806 0.54 1.35 -0.22 0.06
C -3.909 0.419 2.186 -0.53 0.03 0.57 -0.55
O -3.459 -0.474 2.821 0.52 -0.42 -0.67 0.19
O -4.040 0.517 0.837 0.23 -0.31 0.76 0.07
H -5.183 1.306 -1.548 0.31 0.02 0.13 0.07
H -6.356 2.358 -0.837 0.29 0.39 0.47 0.09
H -6.267 0.692 -0.349 -0.06 0.03 0.12 0.09
H -3.848 2.446 0.196 0.17 -0.20 -0.29 0.14
H -6.166 2.155 2.075 -0.18 0.11 -0.56 0.14
H -4.978 3.410 1.866 0.72 -0.12 0.68 0.14
C -0.754 -5.998 0.248 -0.03 1.33 -1.02 0.00
C -1.206 -4.713 0.913 -0.13 0.49 1.72 -0.28
C -2.489 -4.058 0.458 -0.54 0.02 -0.57 -0.11
O -3.489 -4.638 1.272 -0.52 -0.87 -0.11 0.07
C -2.913 -5.153 2.366 -0.13 0.44 0.78 -0.58
O -3.539 -5.586 3.286 0.41 -0.21 -0.05 0.15
O -1.565 -5.010 2.309 -0.39 -0.35 -0.28 0.07
H -1.529 -6.762 0.230 0.00 -0.03 0.32 0.10
H 0.196 -6.343 0.644 -0.12 -0.14 0.16 0.09
H -0.581 -5.691 -0.790 0.22 -0.33 -0.07 0.06
H -0.504 -3.883 1.001 0.70 -0.64 -0.39 0.13
H -2.715 -4.287 -0.587 -0.06 0.33 0.04 0.13
H -2.559 -2.996 0.701 0.54 -0.01 -0.53 0.12
C 1.447 5.397 -3.231 0.71 1.38 0.45 0.00
C 0.511 6.075 -2.228 -0.72 0.63 -0.39 -0.29
C 0.554 7.603 -2.320 -0.31 0.42 -1.61 -0.08
O -0.825 8.012 -2.301 0.41 0.48 0.45 0.07
C -1.615 6.935 -2.352 -0.36 -0.24 1.84 -0.58
O -2.776 6.945 -2.056 0.27 -0.06 -1.03 0.15
O -0.875 5.829 -2.530 -0.45 -0.72 -0.73 0.06
H 1.290 5.680 -4.277 -1.33 -0.59 0.05 0.10
H 1.605 4.339 -3.056 0.05 -0.02 -0.18 0.07
H 2.372 5.994 -3.218 0.47 -0.66 0.98 0.09
H 0.536 5.808 -1.168 0.96 -0.53 -0.18 0.15
H 0.885 7.903 -3.320 0.44 -0.05 0.14 0.13
H 1.135 8.146 -1.580 -0.18 -0.17 0.24 0.13
C 3.940 -1.091 6.687 0.46 1.02 0.26 -0.02
C 4.778 -0.332 5.663 -0.47 -1.65 -1.40 -0.27
C 5.246 -1.311 4.580 1.31 -1.06 0.30 -0.12
O 4.776 -0.810 3.355 0.22 -0.58 -0.30 0.05
C 3.971 0.242 3.566 -0.43 -0.81 -0.47 -0.57
O 3.314 0.694 2.673 0.18 0.76 0.56 0.14
O 3.983 0.573 4.853 0.04 0.98 0.99 0.11
H 3.101 -1.641 6.266 0.08 0.10 -0.32 0.10
H 3.558 -0.394 7.433 -0.01 -0.15 0.14 0.09
H 4.630 -1.795 7.155 -0.15 -0.04 0.21 0.09
H 5.710 0.069 6.054 -0.60 1.03 0.39 0.15
H 4.936 -2.339 4.789 -0.67 0.11 -0.37 0.13
H 6.332 -1.422 4.521 0.04 0.46 -0.04 0.13
C 0.668 -4.000 -4.976 -0.87 0.99 0.16 -0.01
C -0.295 -4.594 -3.943 1.29 0.29 0.56 -0.31
C -1.063 -3.558 -3.095 -1.37 -0.17 -1.13 -0.05
O -2.446 -4.035 -3.221 0.15 -0.18 0.49 0.02
C -2.525 -5.041 -4.109 0.12 -0.53 0.56 -0.57
O -3.531 -5.618 -4.384 0.04 0.27 -0.24 0.15
O -1.300 -5.367 -4.566 -0.57 -0.08 -0.51 0.09
H 0.137 -3.151 -5.419 0.08 -0.01 -0.20 0.09
H 0.952 -4.643 -5.805 0.02 -0.41 0.32 0.09
H 1.540 -3.559 -4.490 0.07 -0.34 0.06 0.06
H 0.248 -5.241 -3.249 -0.01 -0.09 -0.10 0.13
H -1.201 -2.583 -3.564 1.06 0.24 0.19 0.12
H -0.769 -3.507 -2.053 0.04 0.07 -0.05 0.09
C -2.732 2.983 6.579 0.78 -0.08 0.27 -0.02
C -1.877 3.348 5.354 -0.40 0.47 1.80 -0.29
C -0.567 4.108 5.656 -0.01 0.12 -0.07 -0.07
O 0.461 3.200 5.268 0.24 -0.15 0.50 0.06
C -0.078 2.028 4.903 1.19 -0.13 -0.07 -0.59
O 0.541 1.032 4.667 -0.15 0.37 0.14 0.16
O -1.387 2.141 4.795 -1.79 -0.31 -1.03 0.09
H -3.692 2.553 6.304 -0.04 0.20 -0.19 0.08
H -2.859 3.876 7.193 -0.25 -0.01 -0.03 0.09
H -2.231 2.230 7.192 0.15 0.09 0.00 0.09
H -2.563 3.982 4.789 0.42 -0.60 -1.19 0.15
H -0.473 4.358 6.714 0.13 -0.07 -0.02 0.14
H -0.416 5.008 5.060 -0.22 0.05 0.04 0.13
C -0.518 2.759 1.081 0.07 0.70 0.05 0.02
C -0.052 1.371 0.696 0.29 -0.23 -0.05 -0.27
C -0.016 0.342 1.812 0.36 0.91 0.57 -0.08
O -0.456 -0.839 1.164 -0.39 -0.38 0.80 0.08
C -1.054 -0.551 0.005 2.05 -0.23 0.02 -0.55
O -1.363 -1.407 -0.766 -1.10 0.32 -0.45 0.14
O -0.958 0.767 -0.238 -1.06 0.11 -0.73 0.08
H -1.600 2.857 1.191 -0.05 -0.55 0.06 0.08
H -0.258 3.550 0.375 0.21 -0.31 -0.27 0.07
H -0.092 3.079 2.036 0.14 -0.28 0.05 0.08
H 0.929 1.311 0.216 -0.03 0.70 -0.16 0.16
H -0.599 0.674 2.670 -0.59 -0.67 -0.14 0.11
H 0.998 0.219 2.188 -0.02 -0.24 -0.10 0.11
C -2.304 2.876 -4.468 -0.46 0.32 0.29 -0.02
C -1.930 1.900 -3.327 -1.13 0.92 -1.80 -0.29
C -1.743 0.429 -3.789 -0.50 1.35 0.65 -0.07
O -0.327 0.269 -3.737 0.51 0.13 -0.19 0.06
C 0.242 1.343 -3.139 -0.23 -0.20 1.41 -0.57
O 1.365 1.449 -2.751 0.42 -0.35 -0.78 0.14
O -0.663 2.275 -2.842 -0.10 0.22 0.07 0.07
H -3.255 2.673 -4.969 0.06 -0.65 0.12 0.09
H -1.550 3.000 -5.245 0.20 -0.10 0.17 0.09
H -2.525 3.833 -3.990 0.51 0.19 -0.12 0.08
H -2.700 2.131 -2.593 0.27 -0.81 0.56 0.14
H -2.122 0.376 -4.807 0.21 -0.53 -0.05 0.13
H -2.233 -0.257 -3.100 0.23 -0.26 -0.13 0.11
C -4.957 -1.746 -1.665 0.80 0.52 -0.13 0.01
C -5.193 -1.429 -3.146 0.02 -0.40 0.31 -0.31
C -5.268 -2.633 -4.076 0.60 0.06 -0.02 -0.08
O -6.471 -2.450 -4.811 -0.07 -0.34 -1.18 0.09
C -7.117 -1.342 -4.445 0.34 -0.19 1.29 -0.56
O -8.138 -0.913 -4.878 0.36 -0.10 -0.15 0.17
O -6.453 -0.825 -3.371 -0.92 1.25 0.30 0.06
H -5.801 -1.377 -1.090 -0.07 -0.42 0.14 0.08
H -4.064 -1.230 -1.299 -0.15 0.31 -0.06 0.06
H -4.680 -2.782 -1.467 -0.68 -0.20 -0.16 0.08
H -4.448 -0.709 -3.501 0.02 -0.12 -0.02 0.13
H -5.318 -3.601 -3.583 0.13 0.04 0.03 0.13
H -4.391 -2.563 -4.720 -0.27 -0.58 -0.36 0.13
O 1.460 -3.983 -1.168 0.14 0.70 0.06 -0.27
P 2.887 -3.608 -1.319 0.81 -0.27 -0.26 0.61
N 3.536 -2.848 0.059 -0.04 -1.36 -0.75 -0.28
C 2.689 -2.296 1.141 0.47 0.45 -1.14 -0.07
C 4.896 -2.291 0.180 -1.02 0.92 -0.48 -0.11
N 3.158 -2.641 -2.700 0.00 -0.11 -0.11 -0.29
C 2.257 -1.539 -2.958 -1.74 0.13 0.93 -0.13
C 4.465 -2.542 -3.331 0.82 -0.70 1.00 -0.10
N 3.804 -4.991 -1.677 0.37 1.11 0.25 -0.30
C 4.999 -5.384 -0.966 -0.01 -0.49 1.64 -0.12
C 3.205 -6.012 -2.527 0.06 0.14 0.14 -0.10
H 1.666 -2.659 1.139 0.10 -0.15 -0.19 0.07
H 2.722 -1.225 0.923 -0.52 0.21 0.61 0.07
H 3.170 -2.450 2.106 -0.06 -0.21 0.02 0.08
H 5.640 -2.648 -0.528 -0.11 -0.62 0.32 0.05
H 5.148 -2.377 1.235 0.62 -0.19 -0.13 0.07
H 4.874 -1.217 -0.052 -0.15 0.16 0.24 0.09
H 2.324 -1.005 -3.905 0.75 -0.40 -0.16 0.09
H 1.235 -1.937 -2.967 0.03 0.09 0.11 0.06
H 2.238 -0.766 -2.182 0.33 0.00 0.01 0.07
H 5.257 -2.338 -2.597 -0.01 0.12 -0.07 0.06
H 4.738 -3.509 -3.759 -0.02 0.19 -0.36 0.08
H 4.538 -1.730 -4.048 -0.41 -0.14 -0.20 0.08
H 5.569 -4.562 -0.539 -0.02 0.15 -0.61 0.05
H 4.780 -5.953 -0.048 -0.34 -0.19 -0.09 0.08
H 5.674 -6.052 -1.503 -0.14 0.32 -0.61 0.08
H 2.656 -5.547 -3.347 0.08 -0.03 -0.08 0.06
H 2.517 -6.677 -1.998 -0.02 0.07 0.15 0.08
H 4.023 -6.620 -2.915 -0.10 0.00 -0.25 0.08
```
Forces are in eV/Å.

3.
This record from OMol25 describes a structure of composition C17H39Ba2NO10 at a distorted geometry. The level of theory is ωB97M-V/def2-TZVPD.

Properties
* gap between HOMO and LUMO (alpha / beta): 6.4 / 5.9 eV
* charge: +3
* spin multiplicity: 2
* energy: -41588.310 eV

Geometry as XYZ:
```
69
Properties=species:S:1:pos:R:3:forces:R:3:nbo_charge:R:1
Ba -18.106 -5.421 7.554 1.75 0.05 0.27 1.95
Ba -16.041 -9.351 7.132 0.54 1.23 -0.28 1.94
O -14.272 -7.582 8.799 1.98 -1.88 -3.93 -0.77
C -15.241 -7.167 9.545 1.15 1.54 6.66 0.91
O -16.353 -6.990 9.107 -5.86 0.06 -4.57 -0.94
O -14.942 -6.981 10.718 0.43 0.21 0.45 -0.68
H -13.565 -7.560 9.448 0.88 -0.34 0.16 0.53
O -15.390 -6.216 4.159 -0.12 -0.34 -0.25 -0.72
C -15.742 -5.797 5.344 -0.85 1.53 2.39 0.96
O -15.958 -6.609 6.265 -0.55 -2.05 1.29 -0.93
O -15.944 -4.571 5.483 -0.58 -0.11 0.39 -0.80
H -15.669 -5.379 3.780 0.35 0.76 -2.30 0.54
C -18.186 -10.010 3.506 1.03 -0.77 -0.46 -0.64
C -16.669 -9.680 3.409 -2.28 0.65 -0.77 -0.08
O -16.430 -8.718 4.440 0.28 -0.48 1.97 -0.86
H -18.313 -10.669 4.365 -0.55 0.14 0.22 0.18
H -18.496 -10.589 2.636 0.18 -0.25 0.01 0.26
H -18.857 -9.152 3.482 0.36 0.18 0.42 0.22
H -16.547 -9.170 2.454 0.67 -0.39 -0.05 0.21
H -16.062 -10.574 3.551 0.13 0.15 -0.32 0.18
H -15.812 -8.021 4.210 0.17 0.08 -0.61 0.52
C -13.736 -6.739 0.192 0.14 0.23 -2.57 -0.65
C -13.182 -6.154 1.434 0.58 -0.45 -0.36 -0.07
O -13.576 -7.014 2.451 -0.81 -0.67 2.26 -0.74
H -13.369 -6.217 -0.692 0.00 0.31 -0.10 0.23
H -14.814 -6.801 0.042 -0.17 0.36 0.65 0.21
H -13.381 -7.752 0.006 0.21 -0.10 0.55 0.23
H -13.503 -5.160 1.748 0.12 0.41 -0.78 0.15
H -12.093 -6.209 1.416 0.13 0.42 -0.29 0.18
H -14.286 -6.522 2.870 0.45 -0.87 0.04 0.46
C -16.133 -3.376 2.295 0.78 1.89 0.18 -0.64
C -16.323 -2.114 3.188 -1.67 -1.93 1.23 -0.06
O -15.487 -2.018 4.344 1.23 0.89 -0.77 -0.74
H -16.673 -3.207 1.364 0.01 -0.24 0.00 0.25
H -16.465 -4.323 2.720 -0.10 0.09 0.12 0.14
H -15.065 -3.339 2.082 0.11 -0.68 -0.31 0.22
H -17.292 -2.216 3.677 -0.74 0.27 -0.65 0.14
H -16.362 -1.222 2.563 0.69 0.07 0.41 0.21
H -15.328 -2.868 4.761 -0.41 -0.16 -0.36 0.47
C -11.787 -5.663 4.660 1.30 0.32 1.12 -0.59
C -10.543 -5.579 5.681 0.22 -0.36 1.15 0.13
C -9.751 -4.244 5.572 -0.22 1.39 -1.03 -0.46
C -10.371 -2.962 6.220 0.18 -1.92 0.45 -0.40
C -10.686 -3.356 7.662 -0.34 1.50 -0.62 -0.42
C -11.651 -4.497 7.836 0.28 -1.22 2.08 0.08
N -11.143 -5.648 7.097 -0.91 -1.88 -1.88 0.26
O -11.773 -6.957 7.371 1.23 3.06 -0.72 -0.54
C -11.623 -4.937 9.397 -0.89 0.33 -1.32 -0.62
C -13.091 -4.172 7.349 0.44 -0.07 0.48 -0.61
C -9.505 -6.794 5.497 -1.13 1.08 -0.31 -0.61
H -11.277 -5.796 3.706 -0.43 -0.14 -0.09 0.26
H -12.356 -4.734 4.662 0.21 0.11 -0.08 0.21
H -12.479 -6.472 4.896 0.41 -0.19 -0.16 0.22
H -8.697 -4.307 5.844 -0.17 -0.51 0.69 0.25
H -9.639 -4.049 4.505 -0.24 -0.19 -0.31 0.25
H -11.270 -2.631 5.699 0.04 0.02 -0.07 0.21
H -9.689 -2.116 6.303 0.18 -0.22 -0.55 0.26
H -11.187 -2.465 8.040 0.03 -0.14 0.77 0.25
H -9.768 -3.530 8.223 -0.05 -0.01 0.04 0.24
H -11.751 -4.106 10.090 0.09 0.39 -0.47 0.26
H -12.511 -5.550 9.556 0.29 -0.39 0.23 0.21
H -10.682 -5.411 9.676 -0.10 -0.22 -0.18 0.23
H -13.497 -3.638 8.208 -0.31 0.28 -0.29 0.25
H -13.064 -3.558 6.449 -0.10 0.07 0.22 0.24
H -13.710 -5.051 7.167 0.20 -0.14 0.11 0.22
H -9.890 -7.491 4.753 0.01 -0.09 0.20 0.24
H -9.270 -7.318 6.424 -0.08 0.12 -0.05 0.23
H -8.592 -6.346 5.105 -0.02 -0.20 0.05 0.25
H -11.156 -7.253 8.044 0.23 -0.64 0.60 0.50
```
Forces are in eV/Å.

4.
This record from OMol25 describes an isolated molecule of C4H7NO at a distorted geometry. The level of theory is ωB97M-V/def2-TZVPD.

Properties
* gap between HOMO and LUMO: 10.2 eV
* ΔE to the lowest compared entry with this formula, charge and spin: 3.891 eV
* charge: 0
* SMILES string: ON=C1CCC1
* energy: -7795.753 eV

Geometry as XYZ:
```
13
Properties=species:S:1:pos:R:3:forces:R:3:nbo_charge:R:1
O 2.405 -0.875 0.028 0.45 -0.21 -0.46 -0.59
N 1.845 0.408 -0.176 -0.54 0.40 0.85 -0.18
C 0.589 0.273 -0.111 0.57 0.44 0.81 0.23
C -0.307 -0.899 -0.238 0.21 -0.02 -0.58 -0.46
C -1.519 -0.065 0.221 -0.01 0.09 -0.11 -0.40
C -0.594 1.189 0.124 0.09 0.45 0.15 -0.44
H 3.350 -0.696 0.023 -0.03 -0.02 -0.07 0.47
H -0.154 -0.649 -1.338 -1.17 -1.99 0.25 0.25
H -0.088 -1.904 0.150 0.03 0.41 -0.63 0.24
H -2.391 -0.130 -0.437 0.21 0.24 0.06 0.21
H -1.876 -0.234 1.247 0.37 -0.13 -0.30 0.21
H -0.873 1.961 -0.594 0.21 -0.05 0.01 0.23
H -0.388 1.621 1.101 -0.39 0.40 0.02 0.23
```
Forces are in eV/Å.